Entry 1:
This record from the OMol25 dataset describes C5H13GaO3 as an isolated structure. The level of theory is ωB97M-V with the def2-TZVPD basis set.

```
22
Properties=species:S:1:pos:R:3
C 2.643 -0.687 -0.090
C 1.359 -1.384 -0.455
O 0.269 -0.700 0.239
C -0.989 -1.332 0.147
C -2.065 -0.516 0.839
O -2.622 0.516 0.062
C -1.764 1.597 -0.212
H 3.372 -1.406 0.311
H 3.181 -0.131 -0.872
H 1.319 -2.436 -0.125
H 1.107 -1.353 -1.529
H -0.926 -2.324 0.626
H -1.261 -1.482 -0.912
H -1.657 -0.110 1.785
H -2.896 -1.189 1.088
H -2.369 2.391 -0.666
H -1.310 1.985 0.717
H -0.957 1.318 -0.906
Ga 1.398 0.606 1.191
O 1.464 2.033 -0.099
H 0.942 2.840 -0.123
H 1.761 1.766 -1.015
```

## Properties
largest force on an atom = 0.044 Eh/bohr
M = 190.88 g/mol
charge = +1
orbital gap (alpha / beta) = 0.3262 / 0.2959 Eh
⟨S²⟩ = 0.76
spin multiplicity = 2

---

Entry 2:
This record from the OMol25 dataset describes C5H13IN5O2 as an isolated structure. The level of theory is ωB97M-V with the def2-TZVPD basis set.

```
26
Properties=species:S:1:pos:R:3
C -1.748 -0.338 -1.868
C 0.010 0.179 -0.495
C 2.137 0.749 0.839
C 3.291 0.018 0.107
C -1.994 -0.160 0.884
N -2.911 -0.268 -2.202
N -3.600 -1.298 1.926
N 0.760 0.240 0.634
N -1.298 -0.107 -0.431
N 3.078 0.436 -1.310
O 0.630 0.205 -1.599
O -3.269 -0.699 0.703
I -1.974 1.938 1.677
H -1.064 -0.490 -2.645
H 2.206 0.766 1.942
H 2.469 1.815 0.629
H 3.175 -1.005 0.408
H 4.311 0.290 0.275
H -1.584 -0.790 1.577
H -3.763 -0.066 -1.738
H -3.963 -2.211 1.768
H -4.269 -0.723 2.411
H 0.408 0.053 1.513
H 3.508 1.341 -1.512
H 1.910 0.377 -1.599
H 3.544 -0.252 -1.896
```

## Properties
energy relative to the best compared isomer or geometry (same formula, charge and spin) = 15.7 kcal per mole
largest force on an atom = 0.080 Eh/bohr
M = 302.10 g/mol
charge = +1
orbital gap = 0.3555 Eh

---

Entry 3:
This record from the OMol25 dataset describes one molecule with the formula C5H13N. The level of theory is ωB97M-V with the def2-TZVPD basis set.

```
19
Properties=species:S:1:pos:R:3
C 2.032 -0.010 0.976
C 0.746 0.708 0.505
N 0.022 -0.137 -0.437
C -1.463 -0.021 -0.302
C -1.894 -0.653 1.031
C 0.502 0.055 -1.797
H 2.636 0.641 1.612
H 1.854 -0.984 1.422
H 2.614 -0.158 0.064
H 1.036 1.645 0.028
H 0.163 0.942 1.400
H -1.875 -0.557 -1.149
H -1.630 1.063 -0.362
H -2.808 -0.202 1.406
H -1.110 -0.606 1.774
H -2.180 -1.658 0.727
H -0.319 -0.283 -2.432
H 1.391 -0.537 -2.017
H 0.747 1.093 -2.083
```

## Properties
energy relative to the best compared isomer or geometry (same formula, charge and spin) = 23.8 kcal per mole
largest force on an atom = 0.045 Eh/bohr
M = 87.17 g/mol
charge = 0
orbital gap = 0.3488 Eh

---

Entry 4:
This record from the OMol25 dataset describes C5H13N as an isolated structure. The level of theory is ωB97M-V with the def2-TZVPD basis set.

```
19
Properties=species:S:1:pos:R:3
C 0.481 0.191 2.540
C -0.496 -0.142 1.375
N -0.726 0.976 0.545
C 0.411 -1.340 -2.086
C -1.050 -1.060 -2.189
C 0.386 1.810 0.102
H 0.609 -0.614 3.337
H 0.182 1.046 3.059
H 1.463 0.450 2.113
H -0.065 -0.968 0.842
H -1.493 -0.393 1.753
H 0.909 -0.693 -2.749
H 0.649 -2.408 -2.412
H -0.350 -1.038 -1.101
H -1.352 -0.101 -2.561
H -1.660 -1.922 -2.418
H 1.234 1.245 -0.457
H -0.068 2.534 -0.600
H 0.936 2.428 0.907
```

## Properties
energy relative to the best compared isomer or geometry (same formula, charge and spin) = 192.7 kcal per mole
largest force on an atom = 0.079 Eh/bohr
M = 87.17 g/mol
charge = 0
orbital gap = 0.1760 Eh

---

Entry 5:
This record from the OMol25 dataset describes one molecule with the formula C5H13N. The level of theory is ωB97M-V with the def2-TZVPD basis set.

```
19
Properties=species:S:1:pos:R:3
C 1.246 1.084 -2.081
N 0.131 0.777 -1.115
C 0.371 -0.462 -0.359
C -0.675 -0.442 0.698
C -0.747 0.883 1.436
C -0.467 -1.704 1.567
H 1.128 2.131 -2.592
H 2.279 0.969 -1.674
H 1.371 0.240 -2.786
H -0.601 0.640 -1.848
H 0.172 -1.222 -1.072
H 1.434 -0.650 -0.076
H -1.652 -0.698 0.325
H -1.596 1.273 0.904
H -0.912 0.719 2.447
H 0.239 1.200 1.311
H 0.371 -1.817 2.304
H -1.407 -1.899 2.153
H -0.107 -2.475 0.839
```

## Properties
energy relative to the best compared isomer or geometry (same formula, charge and spin) = 54.1 kcal per mole
largest force on an atom = 0.071 Eh/bohr
M = 87.17 g/mol
charge = 0
orbital gap = 0.3657 Eh

---

Entry 6:
This record from the OMol25 dataset describes one molecule with the formula C5H13N. The level of theory is ωB97M-V with the def2-TZVPD basis set.

```
19
Properties=species:S:1:pos:R:3
C -2.130 -0.455 -0.626
C -1.245 -0.470 0.619
C -0.386 0.831 0.744
C 0.508 1.026 -0.517
C 2.107 -0.686 0.269
H -3.018 -1.212 -0.674
H -1.454 -0.657 -1.481
H -2.568 0.561 -0.795
H -0.590 -1.296 0.597
H -1.968 -0.485 1.428
H -0.984 1.749 1.021
H 0.422 0.756 1.531
H -0.063 1.398 -1.363
H 1.219 1.898 -0.237
H 1.812 -0.089 -1.637
H 2.595 0.119 1.207
H 1.491 -1.548 0.983
H 2.962 -1.253 -0.324
N 1.289 -0.188 -0.746
```

## Properties
energy relative to the best compared isomer or geometry (same formula, charge and spin) = 52.6 kcal per mole
largest force on an atom = 0.090 Eh/bohr
M = 87.17 g/mol
charge = 0
orbital gap = 0.3573 Eh

---

Entry 7:
This record from the OMol25 dataset describes a 2-piece molecular cluster, C5H13N overall. The level of theory is ωB97M-V with the def2-TZVPD basis set.

```
19
Properties=species:S:1:pos:R:3
C 1.107 2.667 1.309
C 0.715 1.606 0.308
C 1.680 0.422 0.276
H 0.325 3.373 1.579
H 1.959 3.223 0.893
H 1.578 2.305 2.233
H 0.668 2.143 -0.655
H -0.330 1.276 0.323
H 1.184 -0.377 -0.295
H 2.584 0.750 -0.228
H 1.736 -0.082 1.241
C -1.671 -2.010 0.332
C -2.023 -2.464 -0.864
N -1.243 -2.307 -2.007
H -0.906 -1.260 0.481
H -2.375 -2.123 1.146
H -3.036 -2.742 -1.114
H -0.290 -2.008 -2.039
H -1.661 -2.392 -2.919
```

## Properties
energy relative to the best compared isomer or geometry (same formula, charge and spin) = 36.4 kcal per mole
largest force on an atom = 0.040 Eh/bohr
M = 87.17 g/mol
charge = 0
orbital gap = 0.3364 Eh

---

Entry 8:
This record from the OMol25 dataset describes one molecule with the formula C5H13N2. The level of theory is ωB97M-V with the def2-TZVPD basis set.

```
20
Properties=species:S:1:pos:R:3
N 1.475 -0.594 -0.632
C 0.069 -0.061 -0.323
C 0.025 0.430 1.058
C -1.164 -0.093 1.909
C -0.974 -0.721 3.042
C -0.193 0.871 -1.534
N 0.301 0.250 -2.816
H 1.507 -0.783 -1.612
H 1.569 -1.569 -0.097
H 2.110 0.103 -0.299
H -0.498 -1.048 -0.316
H 0.023 1.559 0.900
H 0.932 0.052 1.643
H -2.150 -0.170 1.398
H 0.061 -0.776 3.487
H -1.784 -1.127 3.705
H -1.291 1.012 -1.595
H 0.252 1.831 -1.334
H -0.514 -0.121 -3.312
H 0.774 0.892 -3.353
```

## Properties
energy relative to the best compared isomer or geometry (same formula, charge and spin) = 93.0 kcal per mole
largest force on an atom = 0.082 Eh/bohr
M = 101.17 g/mol
charge = 0
orbital gap (alpha / beta) = 0.0831 / 0.4006 Eh
⟨S²⟩ = 0.75
spin multiplicity = 2

---

Entry 9:
This record from the OMol25 dataset describes a 2-piece molecular cluster, C5H13N2 overall. The level of theory is ωB97M-V with the def2-TZVPD basis set.

```
20
Properties=species:S:1:pos:R:3
C 3.058 1.300 -1.120
C 1.817 1.431 -0.299
C 0.639 0.997 -0.699
N -0.570 1.160 0.129
H 2.893 0.626 -1.953
H 3.350 2.277 -1.510
H 3.886 0.944 -0.509
H 1.930 1.891 0.679
H 0.464 0.455 -1.619
H -0.360 1.786 0.906
H -1.312 1.605 -0.410
H -0.914 0.181 0.484
C -1.188 -2.241 0.063
C -2.609 -1.228 1.617
N -1.472 -1.202 1.075
H -1.463 -1.907 -0.931
H -1.718 -3.156 0.310
H -0.119 -2.442 0.093
H -2.933 -0.538 2.389
H -3.377 -1.938 1.305
```

## Properties
energy relative to the best compared isomer or geometry (same formula, charge and spin) = 55.5 kcal per mole
largest force on an atom = 0.016 Eh/bohr
M = 101.17 g/mol
charge = +1
orbital gap = 0.4053 Eh

---

Entry 10:
This record from the OMol25 dataset describes a 2-piece molecular cluster, C5H13N2 overall. The level of theory is ωB97M-V with the def2-TZVPD basis set.

```
20
Properties=species:S:1:pos:R:3
C 0.604 2.106 0.962
C -0.415 1.759 0.128
C 0.871 -0.973 1.468
C -0.552 -1.828 -0.385
C -0.210 1.212 -1.242
N -1.097 0.774 -2.093
N 0.684 -1.125 0.051
H 0.322 2.476 2.029
H 1.553 1.943 0.513
H -1.416 1.885 0.448
H 1.177 -1.837 2.032
H 1.667 -0.280 1.796
H 0.022 -0.727 2.037
H -0.503 -2.923 -0.568
H -1.186 -1.668 0.600
H -1.019 -1.337 -1.239
H 0.792 0.932 -1.296
H -0.741 0.251 -2.875
H -2.051 1.117 -2.032
H 1.499 -1.758 -0.334
```

## Properties
energy relative to the best compared isomer or geometry (same formula, charge and spin) = 90.6 kcal per mole
largest force on an atom = 0.078 Eh/bohr
M = 101.17 g/mol
charge = +1
orbital gap = 0.2899 Eh